13
Properties=species:S:1:pos:R:3:nbo_charge:R:1 method="wB97M-V/def2-TZVPD" total_energy_ha=-340.62162 spin_multiplicity=1 smiles="[H]/N=C/C=C=NOC" e_homo_ev=-9.4
C -2.3624 0.3946 -0.1667 -0.28
O -2.0866 0.3466 1.2286 -0.36
C 0.0942 -0.2025 0.9223 0.36
N -0.7764 0.2828 1.6395 -0.11
N 2.3914 0.9481 -0.3921 -0.60
C 2.1392 -0.2968 -0.4553 0.10
C 1.0303 -0.8892 0.3017 -0.43
H -3.1380 -0.3454 -0.3680 0.19
H -2.7374 1.3958 -0.3716 0.19
H -1.4945 0.1831 -0.7968 0.19
H 3.2158 1.1719 -0.9490 0.34
H 2.7317 -1.0214 -1.0296 0.16
H 0.9928 -1.9676 0.4370 0.24

---

12
Properties=species:S:1:pos:R:3:nbo_charge:R:1 method="wB97M-V/def2-TZVPD" total_energy_ha=-248.45630 spin_multiplicity=1 smiles=C#[N+]CC#CC e_homo_ev=-14.0 total_charge=+1
C -1.4350 -1.9319 2.0477 0.49
C 0.4126 -0.0718 -0.1635 -0.15
C 0.2634 0.9303 -0.8040 0.18
C 0.4923 -1.4146 0.4127 -0.34
C 0.1690 2.2572 -1.3255 -0.69
N -0.5304 -1.8185 1.2991 -0.14
H -2.2741 -1.9659 2.5998 0.28
H 1.4875 -1.5614 0.8510 0.30
H 0.6358 -2.0658 -0.4599 0.31
H 1.1323 2.2525 -1.7855 0.26
H 0.1393 2.9551 -0.6004 0.25
H -0.4928 2.4349 -2.0717 0.25

---

14
Properties=species:S:1:pos:R:3:nbo_charge:R:1 method="wB97M-V/def2-TZVPD" total_energy_ha=-721.80494 spin_multiplicity=1 smiles="CCOC(=S)NO" e_homo_ev=-8.9
C 1.4902 -0.7702 -0.5775 -0.66
C 0.5779 -0.8707 0.6535 -0.06
C -1.6965 -0.0721 -0.0177 0.34
H 2.6578 -0.5622 -0.5281 0.23
H 1.1914 -1.7890 -1.1978 0.22
H 1.0936 0.0200 -1.2761 0.24
H 0.6848 -1.7712 1.2737 0.20
H 0.5165 -0.0504 1.3065 0.17
H -1.7975 2.1512 -0.1733 0.41
H 0.4328 1.9440 0.7146 0.47
N -1.2797 1.3360 0.1560 -0.41
O -0.7356 -1.0113 0.0190 -0.51
O 0.1216 1.8692 -0.1856 -0.58
S -3.2574 -0.4233 -0.1673 -0.07

---

108
Properties=species:S:1:pos:R:3:mulliken_charge:R:1 method="wB97M-V/def2-TZVPD" total_energy_ha=-3815.07727 spin_multiplicity=1 e_homo_ev=-9.5 total_charge=+1
In 0.6747 0.5697 0.3431 2.68
C 3.3267 -1.7010 -4.8205 -0.61
C 2.2138 -2.5320 -4.7947 -0.82
C 1.1346 -2.2325 -3.9790 -0.51
C 1.1518 -1.0934 -3.1754 0.66
C 2.2783 -0.2708 -3.1977 -0.25
C 3.3572 -0.5708 -4.0193 -0.83
P -0.2086 -0.5524 -2.0812 1.19
C -1.3210 0.4037 -3.1573 0.58
C -2.7052 0.2689 -3.0555 -0.32
C -3.5402 1.0349 -3.8576 -0.77
C -3.0013 1.9494 -4.7497 -0.55
C -1.6248 2.1066 -4.8343 -0.76
C -0.7856 1.3396 -4.0418 -0.76
C -1.1975 -2.0061 -1.5957 0.06
C -1.7503 -2.8648 -2.5501 -0.22
C -2.4096 -4.0199 -2.1691 -1.13
C -2.5314 -4.3303 -0.8203 -0.84
C -2.0489 -3.4486 0.1307 -0.19
C -1.4010 -2.2613 -0.2310 0.52
Si -1.0791 -0.9960 1.1396 -0.94
C -0.2283 -1.8751 2.5739 0.27
C -0.9232 -2.2669 3.7194 -0.43
C -0.2776 -2.8697 4.7896 -0.82
C 1.0892 -3.0893 4.7349 -0.89
C 1.8085 -2.6974 3.6160 -0.54
C 1.1707 -2.0914 2.5353 0.08
P 2.1825 -1.5640 1.0982 1.18
C 2.2433 -3.0012 -0.0028 0.54
C 1.4269 -4.1129 0.1744 -0.44
C 1.5060 -5.1758 -0.7145 -0.66
C 2.4135 -5.1429 -1.7634 -0.75
C 3.2397 -4.0393 -1.9347 -0.86
C 3.1446 -2.9637 -1.0676 -0.32
C 3.8673 -1.3607 1.7324 0.34
C 4.7888 -2.4064 1.7695 -0.18
C 6.0514 -2.1954 2.3008 -0.79
C 6.3993 -0.9457 2.7976 -0.52
C 5.4864 0.0978 2.7587 -0.81
C 4.2230 -0.1043 2.2211 -0.73
C -2.7249 -0.1643 1.5157 0.35
C -3.8247 -0.9583 1.8616 -0.38
C -5.0752 -0.4099 2.0899 -0.94
C -5.2608 0.9593 1.9624 -0.98
C -4.1930 1.7661 1.6106 -0.20
C -2.9253 1.2265 1.3854 0.05
P -1.5375 2.3712 1.0060 1.27
C -2.2000 3.5898 -0.1654 0.30
C -1.5607 4.8302 -0.2552 -0.43
C -1.9333 5.7412 -1.2288 -0.93
C -2.9398 5.4232 -2.1328 -0.69
C -3.5648 4.1887 -2.0599 -0.73
C -3.1952 3.2726 -1.0837 -0.58
C -1.3530 3.2650 2.5825 0.43
C -2.1768 4.3228 2.9669 -0.30
C -2.0177 4.9103 4.2115 -0.75
C -1.0422 4.4440 5.0841 -0.57
C -0.2189 3.3940 4.7092 -0.87
C -0.3698 2.8108 3.4587 -0.07
H 4.1663 -1.9369 -5.4615 0.40
H 2.1853 -3.4214 -5.4111 0.45
H 0.2958 -2.9104 -3.9652 0.34
H 2.3089 0.6175 -2.5786 0.42
H 4.2201 0.0829 -4.0305 0.47
H -3.1349 -0.4441 -2.3625 0.45
H -4.6134 0.9099 -3.7859 0.43
H -3.6526 2.5413 -5.3800 0.43
H -1.2019 2.8253 -5.5240 0.44
H 0.2879 1.4618 -4.1177 0.40
H -1.6938 -2.6122 -3.6010 0.64
H -2.8286 -4.6752 -2.9214 0.43
H -3.0271 -5.2427 -0.5140 0.48
H -2.1780 -3.6883 1.1819 0.42
H -1.9906 -2.0867 3.7819 0.41
H -0.8418 -3.1604 5.6664 0.45
H 1.6016 -3.5556 5.5661 0.43
H 2.8793 -2.8548 3.5936 0.47
H 0.7300 -4.1530 1.0016 0.33
H 0.8652 -6.0370 -0.5763 0.45
H 2.4816 -5.9798 -2.4464 0.41
H 3.9509 -4.0086 -2.7490 0.49
H 3.7820 -2.0993 -1.2141 0.54
H 4.5213 -3.3817 1.3820 0.51
H 6.7653 -3.0082 2.3281 0.44
H 7.3863 -0.7849 3.2108 0.42
H 5.7585 1.0737 3.1389 0.46
H 3.5198 0.7193 2.1756 0.40
H -3.7080 -2.0331 1.9433 0.39
H -5.9053 -1.0494 2.3615 0.45
H -6.2353 1.3971 2.1356 0.45
H -4.3437 2.8340 1.5081 0.39
H -0.7766 5.0857 0.4488 0.65
H -1.4409 6.7037 -1.2822 0.44
H -3.2337 6.1376 -2.8905 0.42
H -4.3451 3.9314 -2.7641 0.49
H -3.6875 2.3089 -1.0416 0.31
H -2.9348 4.6939 2.2884 0.36
H -2.6562 5.7338 4.5039 0.44
H -0.9224 4.9047 6.0559 0.40
H 0.5467 3.0342 5.3840 0.47
H 0.2891 2.0035 3.1585 0.15
C 2.7052 4.0383 -0.3026 -1.43
C 2.0314 2.7188 -0.1025 0.64
O 1.5090 2.1057 -1.0767 -0.69
O 1.9628 2.2006 1.0610 -0.64
H 3.4544 3.9455 -1.0877 0.38
H 3.1579 4.3887 0.6189 0.37
H 1.9587 4.7544 -0.6486 0.31

---

122
Properties=species:S:1:pos:R:3:mulliken_charge:R:1 method="wB97M-V/def2-TZVPD" total_energy_ha=-16091.87223 spin_multiplicity=1 e_homo_ev=-5.5 total_charge=-1
C 3.9669 -1.5987 3.7843 -0.66
O 4.0555 -0.3948 4.4810 -0.36
C 3.9335 0.7315 3.5865 -0.11
Al 2.0594 1.1935 2.9411 -0.37
Br 1.6531 0.4939 0.6674 -0.44
C 0.6407 0.4900 4.2671 -0.52
C -0.4176 -0.2521 3.5423 -0.30
N -0.2946 -1.4264 3.0765 -0.28
H 3.0697 -1.6166 3.1489 0.16
H 4.8217 -1.7789 3.1229 0.29
H 3.8794 -2.4042 4.5086 0.23
H 4.2942 1.5981 4.1444 -0.16
H 4.5868 0.6420 2.7112 0.58
H 1.8990 2.7905 2.9304 -0.27
H 1.1739 -0.1501 4.9725 0.37
H 0.1652 1.3098 4.8068 0.42
H -1.3888 0.2195 3.3905 0.26
H 0.6527 -1.7308 3.3174 0.09
Cl -1.4596 2.0126 -2.3043 -0.15
C 0.0496 2.8941 -2.6677 0.23
C 0.6576 3.4569 -1.4125 0.19
Cl -0.3127 4.8020 -0.7380 -0.23
H -0.1636 3.6636 -3.4061 -0.23
H 0.7283 2.1695 -3.1154 0.30
H 1.6453 3.8533 -1.6168 -0.02
H 0.7336 2.6857 -0.6530 -0.06
Cl 6.1616 3.1491 -0.7944 -0.15
C 6.0807 3.5092 -2.5392 -0.19
C 4.7835 4.1742 -2.9199 -0.49
Cl 3.3902 3.0709 -2.7714 -0.20
H 6.2237 2.5774 -3.0816 0.28
H 6.9185 4.1710 -2.7698 0.04
H 4.8253 4.4940 -3.9607 0.31
H 4.5864 5.0458 -2.3000 0.36
Cl -3.5051 5.3386 -3.1700 -0.17
C -3.3162 6.1412 -4.7536 -0.33
C -2.3738 5.3871 -5.6518 -0.15
Cl -0.6861 5.4468 -5.0754 -0.25
H -2.9774 7.1599 -4.5767 0.40
H -4.2942 6.1763 -5.2016 0.04
H -2.3840 5.8255 -6.6491 0.32
H -2.6620 4.3466 -5.7311 0.08
Cl -7.4630 7.5930 -5.0833 -0.17
C -7.2653 8.3956 -6.6611 -0.40
C -6.3154 7.6451 -7.5572 -0.49
Cl -4.6396 7.7174 -6.9547 -0.18
H -6.9236 9.4118 -6.4812 0.30
H -8.2498 8.4384 -7.1243 0.30
H -6.3177 8.0873 -8.5522 0.36
H -6.5944 6.5978 -7.6459 0.28
Cl 8.4474 4.3194 -4.5103 -0.19
C 9.7738 3.1414 -4.6842 -0.46
C 9.6346 2.3161 -5.9372 -0.41
Cl 8.2455 1.2044 -5.8551 -0.17
H 9.7847 2.5169 -3.7943 0.31
H 10.7017 3.7098 -4.7174 0.34
H 10.5252 1.7044 -6.0724 0.29
H 9.5108 2.9449 -6.8153 0.31
Cl 7.4741 1.1192 2.7799 -0.17
C 7.4464 0.7822 4.5302 -0.21
C 7.5593 2.0404 5.3529 -0.31
Cl 9.1720 2.7984 5.2073 -0.22
H 8.2582 0.0923 4.7488 0.42
H 6.4984 0.2858 4.7461 0.03
H 7.4137 1.8107 6.4063 0.23
H 6.8146 2.7749 5.0569 0.25
Cl -5.4820 -0.0021 -7.3675 -0.20
C -4.9374 0.6873 -5.8139 -0.40
C -5.3942 2.1107 -5.6327 -0.41
Cl -4.5759 3.2295 -6.7569 -0.20
H -3.8542 0.6092 -5.7729 0.29
H -5.3586 0.0664 -5.0255 0.30
H -5.1545 2.4472 -4.6244 0.26
H -6.4661 2.2098 -5.7827 0.38
Cl 2.8714 3.8809 5.5889 -0.15
C 2.8992 2.4110 6.5919 0.03
C 3.4013 2.6656 7.9869 -0.53
Cl 5.1429 3.0551 8.0015 -0.20
H 3.5115 1.6695 6.0834 -0.06
H 1.8756 2.0400 6.6283 0.22
H 3.2741 1.7672 8.5893 0.33
H 2.8680 3.4812 8.4685 0.38
Cl -3.9459 -1.7452 3.0254 -0.28
C -2.7852 -1.9961 1.6790 0.30
C -2.6112 -0.7610 0.8400 -0.28
Cl -4.0886 -0.3781 -0.1075 -0.24
H -3.1448 -2.8227 1.0622 0.00
H -1.8296 -2.2726 2.1301 -0.03
H -1.8073 -0.9195 0.1238 0.30
H -2.3646 0.1093 1.4418 0.21
Cl -3.8992 -6.4178 -2.5461 -0.20
C -4.4294 -4.7220 -2.3938 -0.34
C -3.2660 -3.7673 -2.3145 -0.49
Cl -2.3660 -3.9376 -0.7883 -0.03
H -5.0651 -4.6472 -1.5146 0.23
H -5.0288 -4.4965 -3.2746 0.32
H -3.6291 -2.7403 -2.3533 0.19
H -2.5691 -3.9174 -3.1354 0.38
Cl -5.4994 -7.0205 4.1546 -0.21
C -5.0943 -5.4347 3.4349 -0.31
C -6.2902 -4.7774 2.7989 -0.28
Cl -6.8360 -5.6425 1.3355 -0.21
H -4.2939 -5.5908 2.7151 0.20
H -4.7144 -4.8083 4.2394 0.29
H -6.0265 -3.7680 2.4919 0.13
H -7.1292 -4.7235 3.4885 0.38
Cl -0.7964 -5.0409 2.3126 -0.05
C 0.5166 -6.1929 1.9810 -0.59
C 0.2489 -7.0504 0.7682 -0.42
Cl -1.0990 -8.1830 1.0357 -0.17
H 0.6528 -6.7987 2.8736 0.35
H 1.4206 -5.6064 1.8203 0.28
H 1.1328 -7.6457 0.5432 0.33
H 0.0071 -6.4490 -0.1051 0.29
Cl -3.4242 -13.0424 3.7405 -0.20
C -3.9883 -11.7687 4.8546 -0.44
C -4.4038 -10.5150 4.1280 -0.42
Cl -3.0228 -9.6700 3.3942 -0.11
H -3.1904 -11.5688 5.5651 0.33
H -4.8396 -12.1780 5.3965 0.31
H -4.8619 -9.8200 4.8305 0.21
H -5.1224 -10.7299 3.3409 0.31

---

17
Properties=species:S:1:pos:R:3:nbo_charge:R:1 method="wB97M-V/def2-TZVPD" total_energy_ha=-305.78712 spin_multiplicity=1 e_homo_ev=-8.6
C 0.3846 -0.2277 -1.9574 -0.64
C -0.7540 -0.7898 -1.1397 -0.04
N -0.5274 -1.7579 -0.0756 -0.56
C -0.9749 -0.4073 0.2780 -0.17
C -0.0674 0.5680 0.8430 0.18
C 0.3815 1.0930 2.1310 -0.36
N 1.3023 0.5401 1.0703 -0.64
H 0.7397 -0.9824 -2.6675 0.22
H 1.2291 0.0916 -1.3375 0.22
H 0.0478 0.6477 -2.5213 0.23
H -1.6657 -0.9941 -1.6933 0.20
H 0.4719 -1.8353 0.1051 0.34
H -1.9836 -0.3093 0.6705 0.22
H -0.6414 2.1350 0.3406 -0.06
H -0.0321 2.1362 1.7261 0.27
H 0.3202 0.4655 3.0419 0.21
H 1.7693 -0.3733 1.1858 0.39

---

8
Properties=species:S:1:pos:R:3:nbo_charge:R:1 method="wB97M-V/def2-TZVPD" total_energy_ha=-6032.85365 spin_multiplicity=3 e_homo_ev="-7.4 / -10.0"
C -0.0773 0.9756 0.5850 -0.48
O 1.7309 -0.8251 -0.0336 -0.90
O 0.2019 -0.3244 -1.9710 -0.86
S 0.5324 -0.3057 -0.5744 1.76
Br 0.9723 2.2489 -0.3365 0.19
Br -1.8493 1.2010 0.0362 0.20
I -1.1901 -2.0760 0.8806 0.03
H -0.3208 -0.8943 1.4137 0.07